Record 1
DFT (the ωB97M-V functional and the def2-TZVPD basis) results for a molecular structure, C22H40GeN7O2PbSe.

Atoms and positions in Å:
1 Pb 0.486 -1.189 -0.342
2 C -2.136 -0.712 1.870
3 C -1.414 0.627 1.805
4 N 0.034 0.469 1.660
5 C 0.771 0.084 2.862
6 C 0.757 -1.409 3.108
7 C 0.765 -1.931 4.392
8 C 0.759 -3.308 4.550
9 C 0.721 -4.120 3.429
10 C 0.713 -3.525 2.177
11 C 0.675 -4.351 0.909
12 N -0.065 -3.698 -0.172
13 C -1.524 -3.860 -0.136
14 C -2.174 -2.956 0.901
15 N -1.840 -1.539 0.696
16 N 0.750 -2.200 2.033
17 H -3.211 -0.532 1.983
18 H -1.818 -1.262 2.757
19 H -1.673 1.213 2.696
20 H -1.759 1.186 0.931
21 H 0.422 1.322 1.274
22 H 0.397 0.599 3.755
23 H 1.811 0.391 2.722
24 H 0.765 -1.270 5.248
25 H 0.763 -3.744 5.541
26 H 0.686 -5.198 3.519
27 H 0.268 -5.342 1.136
28 H 1.702 -4.497 0.565
29 H 0.300 -4.013 -1.065
30 H -1.803 -4.897 0.081
31 H -1.903 -3.614 -1.129
32 H -1.838 -3.233 1.902
33 H -3.257 -3.120 0.880
34 H -2.338 -1.199 -0.125
35 N -2.707 -1.425 -3.884
36 C -1.538 -1.627 -3.239
37 O -1.423 -1.215 -2.041
38 C -0.502 -2.317 -3.922
39 C -0.692 -2.774 -5.249
40 N -0.915 -3.160 -6.312
41 C 0.705 -2.530 -3.241
42 N 1.659 -2.670 -2.593
43 H -3.420 -0.883 -3.434
44 H -2.819 -1.683 -4.851
45 C 3.465 0.529 -2.439
46 C 3.825 -0.076 -1.101
47 O 2.944 0.373 -0.052
48 H 4.147 0.170 -3.210
49 H 3.544 1.620 -2.409
50 H 2.451 0.258 -2.734
51 H 4.858 0.153 -0.826
52 H 3.716 -1.160 -1.130
53 H 2.919 1.337 -0.077
54 C 0.748 6.563 -0.448
55 Ge 0.248 4.716 -0.081
56 C -1.552 4.605 0.669
57 C 1.501 3.917 1.209
58 C 0.389 3.723 -1.775
59 Se -0.216 1.868 -1.781
60 C -2.121 2.165 -2.000
61 H 0.717 7.162 0.462
62 H 0.064 7.007 -1.171
63 H 1.757 6.614 -0.857
64 H -1.611 5.224 1.565
65 H -1.792 3.579 0.954
66 H -2.306 4.957 -0.035
67 H 0.984 3.254 1.905
68 H 1.971 4.700 1.804
69 H 2.300 3.363 0.713
70 H 1.443 3.677 -2.060
71 H -0.128 4.233 -2.588
72 H -2.538 2.735 -1.174
73 H -2.567 1.173 -2.037
74 H -2.302 2.678 -2.941

Summary:
net charge = +1
HOMO-LUMO gap = 7.848 eV

---

Record 2
DFT (the ωB97M-V functional and the def2-TZVPD basis) results for a molecular structure, C12H21F2I2N2O5PS2 at a distorted geometry.

Atoms and positions in Å:
1 C 2.319 0.066 -0.472
2 C 1.847 -0.496 0.479
3 P 0.626 -1.074 1.590
4 C 1.462 -1.209 3.218
5 N 2.908 -1.427 2.988
6 O -0.656 -0.134 1.607
7 C -0.568 1.066 0.773
8 C -1.959 1.772 0.716
9 C -2.811 1.502 1.966
10 C -1.743 3.282 0.388
11 C -0.590 3.492 -0.639
12 C -1.513 4.102 1.675
13 C 0.190 -2.744 0.977
14 I 1.490 -3.601 -0.499
15 C -0.859 -3.418 1.421
16 C -1.246 -4.812 0.953
17 I -2.163 -2.603 2.913
18 H 2.631 0.597 -1.362
19 H 1.320 -0.295 3.812
20 H 1.083 -2.070 3.793
21 H 3.308 -1.780 3.851
22 H 3.035 -2.139 2.273
23 H 0.126 1.768 1.255
24 H -0.291 0.857 -0.263
25 H -2.462 1.323 -0.156
26 H -3.723 2.112 1.887
27 H -3.113 0.449 2.029
28 H -2.310 1.777 2.903
29 H -2.654 3.619 -0.128
30 H -0.682 2.721 -1.422
31 H 0.399 3.356 -0.182
32 H -0.669 4.461 -1.141
33 H -0.783 3.573 2.305
34 H -2.452 4.144 2.246
35 H -1.226 5.142 1.484
36 H -0.934 -5.022 -0.071
37 H -2.341 -4.883 0.980
38 H -0.848 -5.520 1.692
39 N 1.255 -0.252 -5.535
40 S 1.976 -1.522 -6.163
41 O 1.506 -2.793 -5.711
42 O 3.373 -1.396 -6.415
43 F 1.359 -1.438 -7.624
44 S 1.582 -0.051 -4.024
45 O 0.702 0.879 -3.377
46 O 2.961 0.052 -3.644
47 F 1.134 -1.433 -3.348

Summary:
net charge = 0
HOMO-LUMO gap = 7.644 eV

---

Record 3
DFT (the ωB97M-V functional and the def2-TZVPD basis) results for 2 unconnected molecules or ions with the total composition C5H9N at a distorted geometry.

Atoms and positions in Å:
1 C -0.473 1.063 0.513
2 C 0.450 1.920 0.106
3 C 1.346 1.628 -1.099
4 H -1.042 1.213 1.454
5 H -0.731 0.140 -0.057
6 H 0.606 2.877 0.532
7 H 2.023 0.847 -0.675
8 H 1.750 2.557 -1.386
9 H 0.709 1.072 -1.804
10 C -1.180 -2.472 0.249
11 C -0.135 -1.515 0.790
12 N 0.887 -1.077 1.103
13 H -0.986 -2.658 -0.749
14 H -2.191 -2.099 0.339
15 H -1.033 -3.497 0.685

Summary:
SMILES string = C=CC.CC#N
net charge = 0
HOMO-LUMO gap = 9.543 eV

---

Record 4
DFT (the ωB97M-V functional and the def2-TZVPD basis) results for a molecular structure, C13H40HfN3O6 at a distorted geometry.

Atoms and positions in Å:
1 Hf 1.516 3.014 -2.193
2 C -0.029 0.720 0.221
3 O 0.474 1.417 -0.884
4 H 0.205 0.939 1.267
5 H -1.125 0.700 0.241
6 H 0.204 -0.337 0.043
7 O -0.066 1.818 -3.629
8 H -0.022 1.627 -4.580
9 H -0.829 1.252 -3.289
10 O 2.860 2.685 -0.230
11 H 2.874 3.210 0.588
12 H 3.517 1.984 -0.093
13 C 5.644 -3.812 3.682
14 C 5.098 -2.570 4.405
15 C 3.712 -2.249 3.844
16 O 3.747 -1.881 2.500
17 C 2.479 -1.756 1.887
18 N 5.154 -2.881 5.833
19 H 5.402 -4.806 4.070
20 H 6.732 -3.847 3.595
21 H 5.291 -3.874 2.646
22 H 5.743 -1.711 4.217
23 H 3.377 -1.415 4.478
24 H 3.008 -3.055 4.074
25 H 2.194 -0.703 1.810
26 H 1.765 -2.390 2.412
27 H 2.509 -2.080 0.845
28 H 6.087 -2.668 6.187
29 H 5.140 -3.898 5.910
30 C -4.147 4.946 -0.581
31 C -3.187 4.496 0.513
32 C -3.008 2.978 0.569
33 O -4.138 2.269 0.937
34 C -3.970 0.946 1.383
35 N -1.893 5.110 0.176
36 H -4.408 5.999 -0.454
37 H -5.114 4.447 -0.638
38 H -3.700 4.868 -1.576
39 H -3.614 4.846 1.459
40 H -2.156 2.831 1.256
41 H -2.632 2.530 -0.367
42 H -3.345 0.310 0.746
43 H -4.951 0.476 1.364
44 H -3.579 0.955 2.404
45 H -2.057 6.013 -0.258
46 H -1.498 5.324 1.090
47 C -2.800 -1.262 -4.468
48 C -1.942 -1.301 -3.240
49 C -0.462 -1.721 -3.486
50 O -0.225 -2.983 -4.051
51 C -0.533 -4.060 -3.185
52 N -1.915 0.015 -2.571
53 H -2.389 -0.561 -5.199
54 H -3.830 -0.950 -4.288
55 H -2.829 -2.252 -4.923
56 H -2.320 -2.094 -2.584
57 H 0.201 -1.574 -2.623
58 H -0.042 -1.026 -4.223
59 H -0.437 -5.000 -3.736
60 H -1.614 -4.119 -3.020
61 H 0.082 -4.232 -2.301
62 H -1.355 0.109 -1.731
63 H -2.854 0.234 -2.249

Summary:
net charge = +3
HOMO-LUMO gap = 1.468 eV

---

Record 5
DFT (the ωB97M-V functional and the def2-TZVPD basis) results for 5 unconnected molecules or ions with the total composition H10O5.

Atoms and positions in Å:
1 O 11.077 -10.108 -20.387
2 H 12.019 -10.235 -20.562
3 H 10.870 -10.744 -19.692
4 O 10.024 -7.092 -20.101
5 H 10.625 -7.771 -20.428
6 H 9.637 -7.470 -19.304
7 O 11.970 -4.166 -19.349
8 H 12.850 -4.472 -19.590
9 H 11.367 -4.785 -19.779
10 O 9.288 -4.692 -21.620
11 H 9.563 -5.371 -20.989
12 H 9.170 -5.170 -22.448
13 O 10.238 -8.648 -22.993
14 H 9.438 -9.181 -23.036
15 H 10.680 -8.947 -22.190

Summary:
SMILES string = O.O.O.O.O
net charge = 0
HOMO-LUMO gap = 10.589 eV

---

Record 6
DFT (the ωB97M-V functional and the def2-TZVPD basis) results for a molecular structure, C47H58Br2N2O4P2Ti at a distorted geometry.

Atoms and positions in Å:
1 Ti -0.555 0.744 0.280
2 C 3.656 -1.409 -0.836
3 C 3.496 -1.704 0.658
4 C 3.594 -3.211 0.878
5 P 1.914 -0.832 1.254
6 C 2.412 -0.587 3.067
7 C 1.429 0.367 3.784
8 C 2.744 -1.787 3.957
9 C 0.721 -2.193 0.935
10 C 0.578 -3.427 1.572
11 C -0.395 -4.336 1.205
12 C -0.509 -5.677 1.882
13 C -1.304 -3.970 0.209
14 C -1.174 -2.775 -0.459
15 C -0.145 -1.882 -0.137
16 N 0.119 -0.732 -0.905
17 C 0.424 -0.924 -2.227
18 C 0.618 -2.211 -2.786
19 C 0.910 -2.398 -4.121
20 C 1.033 -1.323 -4.993
21 C 1.290 -1.513 -6.467
22 C 0.913 -0.054 -4.444
23 C 0.652 0.171 -3.097
24 P 0.628 1.853 -2.384
25 C 2.257 2.555 -3.079
26 C 3.414 1.804 -2.416
27 C 2.578 2.630 -4.576
28 C -0.754 2.694 -3.362
29 C -0.407 3.837 -4.316
30 C -1.684 1.698 -4.054
31 H 4.578 -1.852 -1.228
32 H 3.683 -0.335 -1.009
33 H 2.816 -1.821 -1.399
34 H 4.313 -1.210 1.196
35 H 2.819 -3.727 0.312
36 H 3.494 -3.495 1.924
37 H 4.567 -3.568 0.523
38 H 3.346 -0.036 2.903
39 H 1.937 1.264 4.143
40 H 0.621 0.685 3.128
41 H 0.969 -0.117 4.648
42 H 1.903 -2.478 4.028
43 H 2.969 -1.434 4.968
44 H 3.617 -2.334 3.599
45 H 1.242 -3.693 2.385
46 H 0.144 -5.723 2.755
47 H -0.232 -6.489 1.202
48 H -1.534 -5.847 2.215
49 H -2.119 -4.643 -0.037
50 H -1.862 -2.500 -1.250
51 H 0.539 -3.076 -2.141
52 H 1.042 -3.410 -4.494
53 H 1.471 -2.563 -6.701
54 H 2.158 -0.936 -6.797
55 H 0.434 -1.179 -7.062
56 H 1.008 0.800 -5.102
57 H 2.247 3.581 -2.693
58 H 3.453 0.784 -2.807
59 H 3.301 1.767 -1.337
60 H 4.367 2.294 -2.648
61 H 2.851 1.647 -4.963
62 H 3.446 3.285 -4.711
63 H 1.768 3.029 -5.180
64 H -1.318 3.139 -2.542
65 H -0.110 3.465 -5.298
66 H 0.384 4.481 -3.926
67 H -1.304 4.447 -4.457
68 H -1.184 1.169 -4.864
69 H -2.532 2.238 -4.475
70 H -2.060 0.962 -3.344
71 C -2.340 1.142 4.207
72 C -3.345 0.891 3.117
73 C -4.673 0.837 3.341
74 C -5.596 0.684 2.262
75 C -5.135 0.865 0.974
76 C -5.946 0.910 -0.197
77 Br -7.732 0.177 -0.143
78 C -5.514 1.501 -1.353
79 C -4.176 1.842 -1.502
80 Br -3.986 3.524 -2.481
81 C -3.220 1.502 -0.475
82 O -1.884 1.521 -0.682
83 C -3.721 1.075 0.733
84 N -2.832 0.754 1.794
85 H -1.904 0.222 4.602
86 H -1.531 1.766 3.818
87 H -2.821 1.669 5.035
88 H -5.046 0.935 4.354
89 H -6.647 0.515 2.447
90 H -6.219 1.736 -2.142
91 C 1.955 4.644 0.219
92 C 2.008 3.490 1.226
93 C 3.014 3.792 2.327
94 O 2.377 2.285 0.587
95 C 0.568 3.337 1.804
96 O 0.156 4.182 2.583
97 O -0.069 2.307 1.381
98 H 2.945 4.821 -0.208
99 H 1.606 5.548 0.722
100 H 1.258 4.399 -0.585
101 H 3.957 4.132 1.891
102 H 3.207 2.887 2.904
103 H 2.620 4.565 2.986
104 H 1.522 1.822 0.438
105 C -1.698 -0.101 1.650
106 C -1.965 -1.310 2.457
107 C -1.155 -1.784 3.496
108 C -1.548 -2.820 4.328
109 C -2.771 -3.446 4.147
110 C -3.594 -3.011 3.111
111 C -3.204 -1.967 2.297
112 H -0.211 -1.290 3.665
113 H -0.895 -3.138 5.137
114 H -3.080 -4.263 4.790
115 H -4.557 -3.484 2.950
116 H -3.863 -1.639 1.501

Summary:
net charge = -2
HOMO-LUMO gap (alpha / beta) = 3.723 / 3.845 eV

---

Record 7
DFT (the ωB97M-V functional and the def2-TZVPD basis) results for a molecular structure, C42H58BF3N10O2S3Tc at a distorted geometry.

Atoms and positions in Å:
1 Tc -0.392 0.151 -1.431
2 C 0.571 5.136 -0.163
3 C 1.405 4.087 0.512
4 C 2.591 4.382 1.105
5 C 3.383 3.372 1.706
6 N 2.934 2.151 1.782
7 N 1.727 1.868 1.239
8 B 1.422 0.435 1.753
9 N 2.507 -0.535 1.242
10 N 3.089 -1.207 2.250
11 C 4.136 -1.936 1.978
12 C 4.645 -1.995 0.659
13 C 4.028 -1.345 -0.366
14 C 4.546 -1.420 -1.773
15 C 2.861 -0.596 -0.040
16 S 2.020 0.258 -1.311
17 C 4.826 -2.635 3.140
18 C 3.876 -2.775 4.329
19 C 6.023 -1.757 3.540
20 C 5.319 -4.022 2.707
21 N 1.273 0.430 3.321
22 N 2.078 0.735 4.332
23 C 1.551 0.559 5.526
24 C 0.219 0.082 5.695
25 C -0.590 -0.235 4.640
26 C -1.992 -0.750 4.728
27 C 0.040 -0.032 3.407
28 S -0.403 -0.225 1.729
29 C 2.406 0.867 6.743
30 C 3.794 1.349 6.333
31 C 1.706 1.961 7.564
32 C 2.543 -0.414 7.582
33 C 0.989 2.721 0.544
34 S -0.443 2.284 -0.323
35 C 4.757 3.667 2.278
36 C 5.639 4.206 1.143
37 C 4.609 4.728 3.380
38 C 5.386 2.404 2.859
39 H 1.056 6.107 -0.094
40 H -0.416 5.205 0.299
41 H 0.414 4.896 -1.215
42 H 2.951 5.403 1.093
43 H 5.545 -2.564 0.461
44 H 5.521 -1.903 -1.788
45 H 4.635 -0.430 -2.219
46 H 3.866 -1.996 -2.403
47 H 3.487 -1.807 4.648
48 H 4.420 -3.223 5.161
49 H 3.029 -3.422 4.090
50 H 5.687 -0.778 3.892
51 H 6.707 -1.604 2.701
52 H 6.584 -2.239 4.342
53 H 4.532 -4.602 2.220
54 H 5.641 -4.578 3.587
55 H 6.177 -3.968 2.034
56 H -0.164 -0.027 6.702
57 H -2.386 -0.642 5.736
58 H -2.025 -1.808 4.460
59 H -2.644 -0.217 4.035
60 H 3.742 2.273 5.755
61 H 4.320 0.603 5.731
62 H 4.380 1.541 7.232
63 H 1.576 2.873 6.978
64 H 2.313 2.205 8.437
65 H 0.726 1.645 7.929
66 H 2.963 -1.232 6.993
67 H 1.587 -0.742 7.996
68 H 3.213 -0.226 8.422
69 H 5.241 5.128 0.714
70 H 5.743 3.471 0.341
71 H 6.635 4.428 1.530
72 H 4.239 5.680 2.994
73 H 5.584 4.919 3.831
74 H 3.933 4.390 4.169
75 H 5.529 1.639 2.092
76 H 4.771 1.971 3.648
77 H 6.363 2.657 3.274
78 F -3.888 2.737 -2.122
79 C -4.384 1.733 -1.386
80 F -5.124 0.957 -2.188
81 F -5.155 2.243 -0.442
82 C -3.247 0.888 -0.774
83 O -3.275 0.527 0.366
84 O -2.327 0.595 -1.682
85 C -0.130 -1.906 -1.141
86 C -1.425 -2.456 -1.592
87 C -2.577 -2.338 -0.807
88 C -3.777 -2.861 -1.246
89 C -3.840 -3.527 -2.469
90 C -2.698 -3.680 -3.244
91 C -1.498 -3.140 -2.812
92 H 0.725 -2.226 -1.734
93 H 0.085 -2.023 -0.078
94 H -2.531 -1.816 0.142
95 H -4.667 -2.758 -0.639
96 H -4.780 -3.942 -2.809
97 H -2.743 -4.224 -4.179
98 H -0.601 -3.280 -3.404
99 C 0.820 -0.487 -4.221
100 N 0.903 -0.194 -5.625
101 C 1.211 1.231 -5.802
102 N 0.166 2.081 -5.220
103 C 0.069 1.817 -3.812
104 N -0.261 0.345 -3.532
105 C -1.582 0.063 -4.281
106 N -1.452 0.343 -5.686
107 C -0.388 -0.476 -6.263
108 C -1.114 1.756 -5.867
109 H 1.766 -0.272 -3.736
110 H 0.558 -1.533 -4.071
111 H 1.290 1.446 -6.866
112 H 2.166 1.457 -5.327
113 H -0.726 2.412 -3.363
114 H 1.017 2.033 -3.317
115 H -2.344 0.690 -3.838
116 H -1.825 -0.983 -4.114
117 H -0.309 -0.264 -7.328
118 H -0.632 -1.532 -6.132
119 H -1.902 2.376 -5.439
120 H -1.034 1.972 -6.931

Summary:
multiplicity = 2
net charge = +2
HOMO-LUMO gap (alpha / beta) = 6.334 / 6.985 eV